Entry 1:
Computed, not measured: C20H18N4O2S2 in the gas phase at a distorted geometry, with wB97M-V/def2-TZVPD.

Geometry (Å):
S1 -0.05718 -0.07407 0.78274
S2 3.50040 4.59329 -0.80458
O1 -0.51014 -3.19254 5.13638
O2 4.39015 0.60680 -0.82387
N1 4.22254 2.71965 0.85483
N2 -3.54347 0.60276 -0.65763
N3 -1.04082 -1.41818 2.99249
N4 -2.12268 1.32281 -2.39715
C1 0.29878 1.31805 -2.30497
C2 1.56238 1.40499 -1.59336
C3 -1.33180 -0.64891 1.84706
C4 2.76625 1.73375 -2.24172
C5 -2.47423 0.39332 0.06022
C6 -1.86278 -2.66668 4.98296
C7 3.56114 4.95937 0.88123
C8 -2.08226 -2.31112 3.51447
C9 4.00615 3.88279 1.59662
C10 -1.15916 0.54473 -0.41032
C11 -1.00973 1.05197 -1.67879
C12 1.62195 1.79858 -4.33964
C13 0.41257 1.42731 -3.70345
C14 0.49762 -2.19207 4.79904
C15 0.38409 -1.70884 3.35679
C16 -3.33436 1.06210 -1.87824
C17 2.77484 1.94350 -3.63616
C18 4.06776 1.85666 -1.45536
C19 -2.56472 -0.25310 1.34955
C20 3.97566 2.94951 -0.42975
H1 -4.22692 1.21665 -2.48772
H2 -3.55103 -0.48122 1.78117
H3 1.65175 1.22636 -0.54504
H4 -2.07736 -3.26506 2.93556
H5 3.68828 2.17211 -4.14233
H6 4.86607 2.09859 -2.12644
H7 -3.06680 -1.83363 3.42693
H8 3.32851 5.94401 1.29825
H9 4.09660 3.97378 2.66021
H10 -2.58084 -3.42821 5.28215
H11 1.70808 2.04857 -5.40284
H12 1.03598 -0.83642 3.21333
H13 0.46814 -1.31499 5.48675
H14 -2.02956 -1.79763 5.65560
H15 -0.48890 1.32196 -4.30349
H16 0.71752 -2.55866 2.73402
H17 1.47307 -2.65318 4.93826
H18 4.38058 0.80268 0.13837

LUMO energy: 0.10 eV
2S+1: 1
ΔE to the lowest compared entry with this formula, charge and spin: 2.208 eV
SMILES string: O[C@@H](c1cccc(-c2ncnc3cc(N4CCOCC4)sc23)c1)c1nccs1



Entry 2:
Computed, not measured: a 14-piece molecular cluster, C34H99N3O14 overall at a distorted geometry, with wB97M-V/def2-TZVPD.

Geometry (Å):
O1 -3.44539 2.96384 2.55235
O2 -0.38702 -4.93955 2.11984
O3 -3.55254 -0.00675 2.20163
O4 -0.54643 4.62015 -2.34572
O5 -0.08491 0.27318 -5.04177
O6 -1.28237 -2.79534 0.49321
O7 -1.68074 -1.75357 -4.28136
O8 -0.47212 -1.15144 -1.56102
O9 1.95780 -2.25338 5.68916
O10 -0.42299 4.16724 2.49353
O11 -0.29417 7.26627 -3.01191
O12 0.30887 -7.59833 -1.14719
O13 4.56012 2.67430 -0.43927
O14 2.38934 -1.88925 -0.88399
N1 0.70912 -7.66869 1.57196
N2 0.71645 0.23190 4.55344
N3 2.46292 5.40895 -1.80942
C1 1.02944 -6.48765 -0.60383
C2 -0.70276 -3.97839 4.34353
C3 4.88410 5.39333 -1.27728
C4 2.85749 -7.88236 0.42344
C5 -0.78513 -7.21317 -1.97574
C6 3.51343 -3.28322 0.70223
C7 1.67136 -6.91189 0.70349
C8 1.17872 -0.05720 -4.44656
C9 -3.85053 -0.62921 -4.42036
C10 4.57857 1.54849 -1.34080
C11 -3.50808 -2.23000 -0.15171
C12 -3.03793 -1.86572 -4.72884
C13 -2.67196 -3.09038 0.71982
C14 -0.18977 6.47345 1.59491
C15 2.18827 -2.64425 0.29320
C16 -2.70229 -0.61970 3.21660
C17 -1.12350 7.83610 -3.90362
C18 -5.47188 3.04741 1.23228
C19 3.45580 3.50975 -0.65724
C20 -0.06760 0.08351 -0.89915
C21 1.65709 -0.69865 3.91901
C22 -0.78590 3.48315 -3.15004
C23 2.41486 0.08850 2.80436
C24 -1.21849 0.80707 -0.22108
C25 -0.41901 3.78557 -4.60451
C26 -1.17708 -5.01385 3.35981
C27 -4.23569 3.81033 1.68622
C28 1.93856 -1.05088 -5.29406
C29 2.58135 -1.29195 4.90759
C30 -0.17455 4.88937 1.35409
C31 -3.18372 -0.08234 4.56091
C32 2.79092 -2.86070 6.62532
C33 3.68999 4.63764 -1.74769
C34 -2.52031 8.10692 -3.43998
H1 -4.48997 4.71666 2.20675
H2 -0.86602 1.75338 0.11250
H3 2.44656 6.04767 -1.00873
H4 -0.73545 8.84749 -4.24835
H5 -1.19891 6.83913 1.37271
H6 -0.48230 -6.40456 -2.60824
H7 1.70641 0.07896 2.00572
H8 -2.21830 -4.76025 3.07775
H9 -1.82066 3.18712 -3.00834
H10 0.32978 -5.65491 -0.37839
H11 4.96886 6.33032 -1.87020
H12 1.19186 -8.05061 2.38498
H13 -2.63897 -0.48167 5.46447
H14 -1.66844 -0.34101 2.96116
H15 -0.81772 -2.87259 4.18319
H16 1.52037 -1.92091 -1.29004
H17 2.49959 -8.85984 -0.00635
H18 -1.10377 -6.04487 3.83146
H19 0.19619 -0.22064 5.29002
H20 -4.15696 -0.45100 4.70731
H21 2.32765 -3.76293 6.95146
H22 1.34672 -3.34416 0.09605
H23 1.00620 -0.47271 -3.42374
H24 -2.95996 -4.17558 0.46724
H25 0.05623 0.65977 3.88682
H26 -4.85034 -0.54548 -4.94631
H27 0.45430 6.95633 0.85583
H28 5.80412 4.74061 -1.25686
H29 -3.41987 -2.74124 -4.17763
H30 1.09684 -1.52802 3.42558
H31 -0.79044 -0.29003 -4.67494
H32 -0.23822 -5.86262 2.01758
H33 0.23253 0.71362 -1.74419
H34 0.14293 6.73980 2.61250
H35 3.59872 -7.40584 -0.19449
H36 -0.71402 -1.80354 -0.84986
H37 -3.34304 -1.15879 0.14123
H38 3.83146 -3.14329 6.20888
H39 4.21283 -2.43018 0.66673
H40 5.56582 1.04923 -1.18111
H41 2.35558 5.94694 -2.63123
H42 -0.70435 -3.24257 1.14650
H43 -3.19460 1.02874 4.61284
H44 2.82267 1.06161 3.17970
H45 -2.54749 3.23169 2.35412
H46 -3.25021 -2.38126 -1.24256
H47 -1.34054 7.26966 -4.85590
H48 0.78169 -0.14811 -0.26427
H49 -3.13107 7.19439 -3.32546
H50 1.67215 0.91037 -4.36818
H51 -2.95826 -2.99051 1.76533
H52 -1.32751 -4.12088 5.22970
H53 -3.05892 8.75328 -4.09277
H54 0.31110 -4.07717 4.67768
H55 -1.20700 4.33807 -5.15215
H56 0.29427 4.15965 3.11306
H57 -4.54682 -2.37960 -0.13884
H58 1.97357 -1.99609 1.16834
H59 -0.14869 2.61978 -2.70073
H60 4.48000 1.66272 -2.42193
H61 -5.28631 2.35587 0.43619
H62 2.63908 2.85827 -1.07335
H63 -1.59914 -1.80785 -3.33336
H64 3.76188 0.91204 -1.05692
H65 3.28922 -0.59203 2.59427
H66 2.82813 -2.19789 7.46294
H67 3.82020 4.24250 -2.73437
H68 -0.25210 2.89601 -5.10115
H69 1.85519 -6.24513 -1.28400
H70 -1.74914 0.30658 0.57349
H71 -5.86672 2.46811 2.01265
H72 2.12588 -0.63790 -6.25165
H73 -6.31668 3.63770 1.01434
H74 3.76001 -4.15748 0.07992
H75 -2.87607 -1.68096 3.14481
H76 3.36719 -1.73416 4.27988
H77 3.05167 -0.51164 5.57427
H78 -3.57791 4.12536 0.87181
H79 3.53790 -3.57714 1.75648
H80 1.31544 -1.90846 -5.51173
H81 0.44042 4.63826 -2.28732
H82 -1.93722 1.06652 -0.99661
H83 -0.83678 4.47012 0.59299
H84 -0.68828 6.40506 -2.77572
H85 3.06844 3.91710 0.28762
H86 3.32955 -8.17300 1.34947
H87 0.84363 4.59898 0.97331
H88 -1.08611 -8.02127 -2.67728
H89 -3.25941 0.19071 -4.76734
H90 0.38195 -8.53588 1.05317
H91 1.99729 -5.95080 1.23263
H92 -4.04936 -0.44690 -3.38350
H93 -3.74921 0.94752 2.42934
H94 0.49948 4.40303 -4.71589
H95 -2.50591 8.53803 -2.37430
H96 -3.04851 -2.09373 -5.78621
H97 2.94059 -1.33867 -4.85126
H98 -1.69089 -7.06158 -1.35642
H99 4.68465 5.76258 -0.25236

LUMO energy: 0.58 eV
2S+1: 1
ΔE to the lowest compared entry with this formula, charge and spin: 2.418 eV



Total energy across the listed records, respectively: -1938.7872, -2572.1990 Eh.